Entry 1:
{
  "formula": "C24H36O18",
  "method": "ωB97M-V/def2-TZVPD",
  "symbols": ["C", "C", "C", "O", "C", "O", "O", "H", "H", "H", "H", "H", "H", "C", "C", "C", "O", "C", "O", "O", "H", "H", "H", "H", "H", "H", "C", "C", "C", "O", "C", "O", "O", "H", "H", "H", "H", "H", "H", "C", "C", "C", "O", "C", "O", "O", "H", "H", "H", "H", "H", "H", "C", "C", "C", "O", "C", "O", "O", "H", "H", "H", "H", "H", "H", "C", "C", "C", "O", "C", "O", "O", "H", "H", "H", "H", "H", "H"],
  "coordinates": [[1.4631, 5.4142, 1.3027], [1.4648, 3.9130, 1.4556], [2.3489, 3.1405, 0.4348], [3.2235, 2.3665, 1.2396], [2.9425, 2.5481, 2.5569], [3.4284, 1.9252, 3.4385], [2.0512, 3.5522, 2.7120], [2.4691, 5.7982, 1.1303], [1.0972, 5.8754, 2.2212], [0.7971, 5.7165, 0.4951], [0.4476, 3.5199, 1.4058], [2.9107, 3.7916, -0.2318], [1.7046, 2.4753, -0.1390], [1.8800, -5.8775, -3.5190], [1.3504, -5.6883, -2.1257], [2.0870, -4.6243, -1.2756], [1.0637, -3.6968, -0.9139], [-0.1182, -4.0626, -1.4529], [-1.1260, -3.4446, -1.3179], [0.0131, -5.1724, -2.1936], [2.8817, -6.3132, -3.4980], [1.9122, -4.9544, -4.0947], [1.2562, -6.6080, -4.0376], [1.3456, -6.6413, -1.5980], [2.8499, -4.1041, -1.8525], [2.5103, -5.0686, -0.3786], [1.3155, -0.0016, -1.7371], [0.2065, -0.2443, -0.7554], [0.6488, -0.4172, 0.6925], [-0.3698, 0.2967, 1.4092], [-1.0408, 1.1118, 0.5674], [-1.8443, 1.9120, 0.9190], [-0.6865, 0.8752, -0.7159], [0.9535, 0.1690, -2.7509], [1.9785, -0.8711, -1.7620], [1.9523, 0.8485, -1.4798], [-0.3255, -1.1217, -1.1348], [1.6356, 0.0147, 0.8708], [0.6020, -1.4463, 1.0320], [-3.5656, -1.7512, 0.7716], [-3.1082, -2.2054, 2.1363], [-1.6720, -2.7555, 2.2204], [-1.0540, -1.9837, 3.2538], [-1.9463, -1.1127, 3.7817], [-1.7385, -0.4449, 4.7392], [-3.1028, -1.1257, 3.0890], [-3.2873, -2.5056, 0.0334], [-3.1092, -0.8037, 0.4815], [-4.6476, -1.6314, 0.7527], [-3.8053, -2.9531, 2.5183], [-1.1007, -2.6563, 1.3006], [-1.7147, -3.7980, 2.5333], [1.1998, -0.7479, -6.0175], [2.4369, 0.0305, -6.3929], [3.2987, 0.5155, -5.2198], [4.6152, 0.1145, -5.5585], [4.6049, -0.6284, -6.6918], [5.5692, -1.0835, -7.2056], [3.3373, -0.7914, -7.1349], [0.5726, -0.8781, -6.8966], [0.6302, -0.1758, -5.2801], [1.4443, -1.7171, -5.5845], [2.1130, 0.8705, -7.0130], [3.0229, 0.0193, -4.2831], [3.1969, 1.5856, -5.0489], [-3.2213, 2.7318, 6.4296], [-3.4465, 3.5201, 5.1661], [-4.0553, 2.7869, 3.9659], [-5.1148, 3.6583, 3.5316], [-5.2603, 4.6886, 4.3974], [-6.0467, 5.5665, 4.2545], [-4.4146, 4.5582, 5.4350], [-3.1055, 3.4295, 7.2601], [-2.3267, 2.1153, 6.3743], [-4.0927, 2.1159, 6.6615], [-2.5175, 4.0357, 4.9082], [-4.5274, 1.8480, 4.2533], [-3.3407, 2.6523, 3.1592]],
  "smiles": "C[C@H]1COC(=O)O1.C[C@H]1COC(=O)O1.C[C@H]1COC(=O)O1.C[C@H]1COC(=O)O1.C[C@H]1COC(=O)O1.C[C@H]1COC(=O)O1"
}

---

Entry 2:
{
  "formula": "C6H11NO",
  "method": "ωB97M-V/def2-TZVPD",
  "symbols": ["C", "C", "C", "C", "N", "C", "C", "O", "H", "H", "H", "H", "H", "H", "H", "H", "H", "H", "H"],
  "coordinates": [[0.4380, 0.4509, -1.9162], [0.6294, -2.1611, 0.2581], [-0.7524, 0.0083, 0.6487], [-0.0080, 0.5363, -0.5108], [0.2678, 2.2748, 1.2720], [0.5066, 0.9236, 0.8030], [-0.5521, -1.2778, 0.0794], [-1.9933, 0.4284, 1.1267], [-2.5373, 0.9432, 0.5169], [-0.4057, 2.7529, 0.6813], [-0.1135, 2.2761, 2.2137], [1.4097, 0.4809, 1.2236], [-1.4030, -1.7115, -0.4391], [0.6496, 1.4595, -2.2839], [1.3695, -0.1257, -2.0182], [-0.3109, -0.0193, -2.5579], [1.4298, -1.7075, 0.8409], [0.3254, -3.0769, 0.7750], [1.0504, -2.4551, -0.7133]]
}

---

Entry 3:
{
  "formula": "C5H5NS",
  "method": "ωB97M-V/def2-TZVPD",
  "symbols": ["C", "C", "C", "C", "C", "H", "H", "H", "H", "H", "N", "S"],
  "coordinates": [[0.3258, 1.1487, 1.4008], [0.2040, 0.1728, 0.4769], [-0.7039, -0.0257, -0.6884], [-0.3202, -1.2007, -1.2492], [0.8368, -1.6918, -0.5066], [-1.0724, 2.5678, 0.2438], [0.8470, 0.9571, 2.2958], [-1.5225, 0.6146, -1.0122], [-0.7877, -1.7238, -2.0828], [1.4081, -2.6040, -0.7289], [1.1167, -0.9503, 0.5221], [-0.3317, 2.7354, 1.3288]],
  "smiles": "S/C=C1\\C=CC=N1"
}

---

Entry 4:
{
  "formula": "C5H10N2O3",
  "method": "ωB97M-V/def2-TZVPD",
  "symbols": ["C", "C", "C", "C", "C", "H", "H", "H", "H", "H", "H", "H", "H", "H", "H", "N", "N", "O", "O", "O"],
  "coordinates": [[1.3276, 0.6301, 0.5952], [1.9968, -0.6566, 0.1159], [-0.1806, 0.3433, 0.8521], [-0.9313, -0.2247, -0.3238], [-2.3886, 0.0490, -0.2590], [0.9427, 1.8227, -1.0828], [1.6334, 2.7010, 0.0666], [1.8594, 0.9218, 1.5284], [-0.2453, -0.2726, 1.7644], [-0.6525, 1.2952, 1.1541], [-0.6073, -1.3012, -0.4469], [-0.5977, 0.4126, -1.1826], [-4.1878, -0.9478, -0.2822], [-2.7452, -1.9367, -0.5343], [2.9646, 0.5007, -0.9433], [1.6645, 1.7726, -0.3148], [-3.2039, -1.0771, -0.2381], [1.5871, -1.7401, 0.5303], [-2.8179, 1.1564, 0.0515], [2.9144, -0.5301, -0.8385]],
  "smiles": "NC(=O)CC[C@H](N)C(=O)O"
}

---

Calculated relative energy (zero: lowest compared OMol25 entry of this formula, charge and spin) (kJ/mol), listed in the same order as above: 49.4; 435.6; 97.9; 53.8
Calculated electronic energy (Eh), listed in the same order as above: -2290.54177; -365.06556; -646.41553; -531.78454